No. 1
The following is a quantum chemistry calculation of 6 unconnected molecules or ions with the total composition C42H49N5O14 in a non-equilibrium geometry, from OMol25.

Structure (XYZ):
```
110
Properties=species:S:1:pos:R:3:mulliken_charge:R:1
C -0.19 -0.71 3.03 -0.35
O 0.63 -1.09 1.91 -0.40
C -0.23 -1.24 0.74 -0.58
C 0.12 -0.02 -0.25 0.31
C 1.69 0.00 -0.66 -0.46
C 2.17 -1.35 -1.37 -0.59
C 1.89 -1.41 -2.94 -0.37
C 3.16 -0.93 -3.84 -0.75
C 3.03 0.58 -4.35 -0.54
C 3.56 1.64 -3.26 -0.30
O 4.61 2.52 -3.74 -0.41
C 5.86 1.92 -3.49 0.60
C 7.11 2.94 -3.44 -0.90
O 6.07 0.70 -3.36 -0.51
O -0.12 1.21 0.45 -0.37
C -1.12 2.04 -0.18 -0.47
H 0.40 -0.61 4.01 0.28
H -1.06 -1.42 3.24 0.13
H -0.61 0.34 2.82 0.13
H -1.31 -1.11 1.07 0.44
H -0.10 -2.26 0.23 -0.03
H -0.44 -0.13 -1.23 0.28
H 2.27 0.15 0.31 0.31
H 1.83 0.94 -1.28 -0.05
H 3.30 -1.42 -1.19 0.37
H 1.73 -2.28 -0.86 0.38
H 0.93 -0.91 -3.27 0.27
H 1.76 -2.53 -3.19 0.24
H 3.15 -1.62 -4.76 0.36
H 4.15 -1.11 -3.31 0.30
H 1.97 0.89 -4.64 0.32
H 3.67 0.69 -5.30 0.32
H 2.66 2.30 -2.98 0.27
H 3.83 1.09 -2.29 0.34
H 6.90 3.74 -4.24 0.28
H 7.18 3.43 -2.42 0.25
H 8.02 2.31 -3.69 0.28
H -1.78 1.51 -0.93 0.30
H -0.66 2.99 -0.64 0.12
H -1.80 2.42 0.66 0.21
O -2.54 -2.67 -3.20 -0.63
N -2.40 -3.19 -2.11 1.08
O -2.69 -2.67 -1.05 -0.59
C -1.82 -4.54 -2.06 0.02
C -1.44 -5.16 -3.25 -0.42
C -0.87 -6.43 -3.19 -0.44
C -0.70 -7.07 -1.97 -0.43
C -1.10 -6.44 -0.79 -0.56
C -1.67 -5.17 -0.83 -0.33
H -1.56 -4.67 -4.21 0.46
H -0.56 -6.92 -4.11 0.38
H -0.26 -8.06 -1.93 0.38
H -0.97 -6.95 0.16 0.46
H -1.97 -4.70 0.09 0.60
O -2.43 -7.23 4.30 -0.63
N -2.03 -6.10 4.09 0.94
O -1.86 -5.61 2.99 -0.55
C -1.72 -5.27 5.26 -0.04
C -1.86 -5.80 6.54 -0.33
C -1.54 -5.01 7.64 -0.53
C -1.10 -3.71 7.46 -0.49
C -0.97 -3.18 6.18 -0.27
C -1.28 -3.96 5.07 -0.17
H -2.21 -6.81 6.69 0.42
H -1.64 -5.42 8.64 0.39
H -0.84 -3.10 8.32 0.38
H -0.62 -2.16 6.04 0.35
H -1.18 -3.54 4.08 0.49
O -1.85 4.74 0.90 -0.58
N -1.79 5.10 -0.26 0.97
O -2.23 4.47 -1.21 -0.57
C -1.13 6.38 -0.53 0.08
C -0.58 7.11 0.52 -0.25
C 0.06 8.31 0.25 -0.70
C 0.15 8.78 -1.06 -0.25
C -0.41 8.05 -2.10 -0.51
C -1.05 6.85 -1.84 -0.29
H -0.64 6.76 1.54 0.44
H 0.50 8.89 1.06 0.37
H 0.65 9.71 -1.26 0.48
H -0.34 8.42 -3.12 0.36
H -1.48 6.29 -2.67 0.44
O 2.48 9.57 -1.92 -0.63
N 2.55 9.94 -3.09 1.05
O 2.11 9.32 -4.04 -0.60
C 3.21 11.22 -3.36 0.11
C 3.75 11.95 -2.31 -0.23
C 4.40 13.15 -2.57 -0.50
C 4.49 13.62 -3.88 -0.39
C 3.93 12.89 -4.93 -0.44
C 3.29 11.69 -4.67 -0.31
H 3.69 11.60 -1.28 0.43
H 4.83 13.73 -1.76 0.37
H 5.00 14.56 -4.09 0.37
H 4.00 13.26 -5.94 0.37
H 2.86 11.13 -5.49 0.43
O -5.97 -10.44 7.56 -0.60
N -5.41 -9.71 6.75 0.98
O -4.62 -8.84 7.05 -0.59
C -5.72 -9.91 5.34 -0.05
C -6.65 -10.88 4.96 -0.34
C -6.96 -11.04 3.62 -0.44
C -6.33 -10.25 2.66 -0.39
C -5.40 -9.29 3.04 -0.49
C -5.09 -9.12 4.38 -0.19
H -7.14 -11.50 5.70 0.43
H -7.69 -11.78 3.31 0.37
H -6.58 -10.38 1.61 0.37
H -4.91 -8.68 2.29 0.45
H -4.36 -8.37 4.67 0.54
```

The value obtained for the total energy is -2956.38055 a.u. For the HOMO energy, the calculation gives -8.7 eV. Its orbital gap is 7.74 eV. Its structure (SMILES) is COC[C@H](CCCCCCOC(C)=O)OC.O=[N+]([O-])c1ccccc1.O=[N+]([O-])c1ccccc1.O=[N+]([O-])c1ccccc1.O=[N+]([O-])c1ccccc1.O=[N+]([O-])c1ccccc1. For the LUMO energy, the calculation gives -0.97 eV. The spin multiplicity is 1. The calculation puts the molecular weight at 847.88 g mol⁻¹.


No. 2
The following is a quantum chemistry calculation of a molecular structure, C42H50BaClN10OP, from OMol25.

Structure (XYZ):
```
106
Properties=species:S:1:pos:R:3:mulliken_charge:R:1
Ba 0.40 -0.38 -0.62 0.35
C 2.20 2.91 -0.99 -1.26
C 0.80 3.22 -0.49 -0.72
N -0.23 2.37 -1.12 0.32
C -0.47 2.66 -2.54 0.04
C 0.46 1.95 -3.50 0.38
C 0.79 2.57 -4.71 -1.06
C 1.64 1.92 -5.58 -0.68
C 2.18 0.70 -5.20 -0.99
C 1.82 0.16 -3.99 0.54
C 2.44 -1.14 -3.51 -1.29
N 2.71 -1.13 -2.07 0.65
C 3.90 -0.39 -1.65 -0.94
C 3.71 1.11 -1.60 -1.16
N 2.58 1.52 -0.75 1.13
N 0.93 0.75 -3.17 0.91
H 2.90 3.62 -0.52 0.58
H 2.25 3.10 -2.06 0.48
H 0.59 4.28 -0.65 0.46
H 0.75 3.04 0.59 0.24
H -1.10 2.57 -0.64 -0.17
H -0.41 3.74 -2.74 0.31
H -1.49 2.36 -2.77 -0.45
H 0.39 3.55 -4.94 0.52
H 1.91 2.37 -6.52 0.46
H 2.90 0.19 -5.84 0.48
H 3.35 -1.33 -4.10 0.38
H 1.75 -1.97 -3.72 0.42
H 2.81 -2.08 -1.71 0.05
H 4.76 -0.61 -2.30 0.42
H 4.16 -0.76 -0.66 0.24
H 3.51 1.49 -2.61 0.49
H 4.65 1.58 -1.29 0.51
H 2.83 1.42 0.23 -0.10
C -0.38 -4.37 0.94 -1.64
C 0.48 -3.44 1.80 -0.03
C 2.10 -1.55 1.75 -0.97
C -0.45 -2.46 2.54 -0.25
C -1.40 -3.16 3.52 -0.79
O -2.69 -3.01 2.90 -0.44
C -2.54 -2.19 1.84 0.43
N -1.35 -1.78 1.58 0.45
C -3.82 -1.95 1.13 -0.10
C -4.82 -2.90 1.33 -1.02
C -6.06 -2.76 0.73 -0.96
C -6.32 -1.66 -0.06 -0.83
C -5.33 -0.71 -0.26 -0.74
C -4.07 -0.84 0.31 0.56
P -2.77 0.41 0.02 2.05
C -3.52 1.56 -1.19 0.40
C -3.74 2.91 -0.94 -0.39
C -4.16 3.75 -1.96 -0.78
C -4.38 3.26 -3.23 -0.61
C -4.17 1.91 -3.49 -0.88
C -3.72 1.07 -2.48 -0.66
C -2.78 1.35 1.59 0.00
C -1.57 1.69 2.19 0.11
C -1.55 2.46 3.35 -0.54
C -2.74 2.88 3.92 -0.84
C -3.95 2.52 3.35 -0.81
C -3.97 1.76 2.18 -0.37
H 0.11 -5.32 0.77 0.38
H -0.57 -3.92 -0.04 0.23
H -1.34 -4.55 1.41 0.48
H 1.00 -4.03 2.57 0.40
H 1.38 -0.74 1.93 0.20
H 2.93 -1.18 1.16 -0.16
H 2.48 -1.83 2.73 0.44
H 0.12 -1.71 3.09 0.47
H -1.43 -2.69 4.50 0.31
H -1.20 -4.23 3.64 0.38
H -4.63 -3.75 1.97 0.58
H -6.82 -3.51 0.89 0.42
H -7.29 -1.53 -0.53 0.49
H -5.55 0.15 -0.88 0.42
H -3.59 3.31 0.06 0.44
H -4.34 4.80 -1.74 0.47
H -4.73 3.92 -4.02 0.44
H -4.34 1.51 -4.48 0.46
H -3.55 0.02 -2.70 0.46
H -0.64 1.32 1.78 0.60
H -0.60 2.72 3.80 0.56
H -2.72 3.47 4.82 0.43
H -4.88 2.84 3.80 0.44
H -4.92 1.50 1.74 0.56
N 2.88 -6.35 -1.34 -0.38
C 3.17 -5.16 -0.80 0.54
N 4.40 -4.66 -0.93 -0.30
N 2.19 -4.55 -0.12 -0.06
C 2.43 -3.28 0.19 -0.80
N 1.51 -2.69 1.04 0.72
H 3.59 -6.95 -1.72 0.22
H 1.97 -6.74 -1.14 0.23
H 5.11 -5.10 -1.50 0.21
H 4.54 -3.75 -0.54 0.18
Cl 6.50 2.88 3.47 -0.19
C 4.86 2.38 3.54 -0.06
C 4.16 2.39 4.74 -0.28
C 2.84 1.98 4.72 -0.98
C 2.28 1.56 3.52 -0.16
N 2.95 1.55 2.37 -0.10
C 4.22 1.95 2.39 -0.41
H 4.64 2.73 5.65 0.46
H 2.25 1.97 5.63 0.45
H 1.25 1.23 3.49 0.46
H 4.76 1.94 1.45 0.47
```

The value obtained for the total energy is -3079.97017 a.u. The value obtained for the energy above the lowest of the compared OMol25 structures with the same formula, charge and spin is 53.61 kcal/mol. For the HOMO energy, the calculation gives -12.3 eV. Its orbital gap is 8.04 eV. For the LUMO energy, the calculation gives -4.29 eV. The spin multiplicity is 1. The calculation puts the molecular weight at 914.69 g mol⁻¹. Its charge is +2.